# C5H10O

An isolated molecule of C5H10O (ωB97M-V/def2-TZVPD, the Open Molecules 2025 dataset).

Last column: natural (NBO) charge in e.
CARTESIAN COORDINATES (ANGSTROEM)
C: 1.1220 0.2210 1.5233  -0.63
C: 0.0809 0.1172 0.4368  -0.13
C: -1.3331 0.4019 0.8761  -0.62
C: 0.3727 -0.2105 -0.8298  0.33
C: -0.6194 -0.5511 -1.9079  -0.67
O: 1.6509 -0.3235 -1.3201  -0.69
H: 2.1071 -0.1574 1.2262  0.20
H: 0.8129 -0.3887 2.3828  0.22
H: 1.2476 1.2475 1.8919  0.21
H: -1.7482 -0.3967 1.5059  0.21
H: -2.0080 0.5572 0.0298  0.22
H: -1.3592 1.3213 1.4767  0.21
H: -1.4579 -1.1318 -1.5136  0.22
H: -1.0185 0.3388 -2.4078  0.22
H: -0.1076 -1.1539 -2.6631  0.23
H: 2.2578 0.1089 -0.7071  0.48

Results
Lowest unoccupied orbital energy: 0.88 eV
Net charge: 0
Gap between HOMO and LUMO: 9.02 eV
HOMO level: -8.1 eV
DFT total energy: -271.7321 Eh
SMILES string: CC(C)=C(C)O
ΔE to the lowest compared entry with this formula, charge and spin: 12.89 kcal/mol